59
Properties=species:S:1:pos:R:3 method="wB97M-V/def2-TZVPD" relative_energy_kcal_mol=2.1 smiles="CC(C)Oc1ccc(CCNC(=O)[C@@H]2CCC(=O)N(Cc3cccc(F)c3)C2)cc1"
C 1.069 5.005 -1.168
C 0.201 3.748 -1.205
C -1.279 4.104 -1.306
O 0.352 2.995 -0.005
C 1.471 2.248 0.206
C 2.490 2.025 -0.714
C 3.555 1.208 -0.382
C 3.642 0.598 0.860
C 4.765 -0.352 1.170
C 4.506 -1.706 0.488
N 3.225 -2.253 0.873
C 2.132 -2.126 0.081
O 2.200 -1.724 -1.060
C 0.827 -2.559 0.746
C 0.247 -3.822 0.104
C -0.090 -3.566 -1.356
C -0.862 -2.290 -1.619
O -1.497 -2.142 -2.648
N -0.764 -1.305 -0.697
C -1.384 -0.022 -0.970
C -2.556 0.232 -0.060
C -2.546 1.279 0.853
C -3.624 1.485 1.698
C -4.721 0.643 1.654
C -4.713 -0.400 0.744
F -5.778 -1.230 0.697
C -3.654 -0.618 -0.114
C -0.208 -1.439 0.628
C 2.624 0.829 1.777
C 1.556 1.643 1.461
H 0.757 5.640 -0.341
H 0.963 5.557 -2.097
H 2.117 4.750 -1.027
H 0.477 3.124 -2.067
H -1.582 4.667 -0.428
H -1.452 4.707 -2.193
H -1.883 3.203 -1.368
H 2.465 2.468 -1.697
H 4.332 1.040 -1.113
H 4.846 -0.497 2.250
H 5.713 0.043 0.803
H 4.469 -1.576 -0.595
H 5.295 -2.419 0.744
H 3.109 -2.495 1.845
H 1.008 -2.742 1.810
H -0.657 -4.102 0.652
H 0.958 -4.648 0.183
H 0.830 -3.466 -1.938
H -0.659 -4.395 -1.779
H -0.633 0.764 -0.851
H -1.715 -0.059 -2.012
H -1.693 1.939 0.896
H -3.609 2.305 2.400
H -5.570 0.782 2.304
H -3.682 -1.435 -0.819
H 0.254 -0.482 0.896
H -1.022 -1.632 1.345
H 2.665 0.369 2.755
H 0.767 1.825 2.175

=====

12
Properties=species:S:1:pos:R:3 method="wB97M-V/def2-TZVPD" relative_energy_kcal_mol=156.3
H 0.238 -1.641 0.921
N -0.403 -0.785 1.038
C -0.351 0.148 0.173
C 0.391 0.259 -0.966
N 1.485 -0.272 -1.506
O 1.991 -1.456 -0.895
N -1.211 1.244 0.330
O -2.140 1.025 1.400
H -0.271 0.827 -1.780
H 2.904 -1.626 -1.385
H -0.704 2.130 0.764
H -1.931 0.146 1.905

=====

15
Properties=species:S:1:pos:R:3 method="wB97M-V/def2-TZVPD" relative_energy_kcal_mol=180.7
C 0.878 -0.781 0.116
C -0.348 -0.010 0.529
C -0.048 1.608 0.096
C -1.574 0.016 -0.182
H 0.915 -1.700 -2.017
H 2.427 0.073 -1.427
H 0.748 -1.982 0.170
H 1.647 -0.373 0.921
H -1.808 -0.696 1.899
H 0.362 2.414 0.945
H 0.759 1.746 -0.820
N 1.132 -0.489 -1.264
O -0.623 -0.260 1.852
S -1.848 1.637 -0.419
S -2.620 -1.201 -0.399